Record 1
A cluster of 2 separate species, C11H12N2O in total. Source: the OMol25 dataset; level of theory: ωB97M-V/def2-TZVPD.

XYZ file:
```
26
Properties=species:S:1:pos:R:3
C 0.762 0.033 1.219
C 1.862 0.854 1.333
N 2.869 1.460 1.425
N -0.500 0.561 1.339
C -1.587 -0.290 1.408
C -2.869 0.213 1.433
C -3.091 1.593 1.417
C -1.984 2.440 1.401
C -0.698 1.930 1.377
H 0.873 -1.051 1.289
H -1.336 -1.349 1.456
H -3.690 -0.499 1.469
H -4.100 1.997 1.426
H -2.081 3.522 1.409
H 0.190 2.560 1.372
C 1.591 -2.210 -2.056
C 2.456 -0.993 -1.695
C 1.171 -0.149 -1.694
O 0.924 1.019 -1.547
C 0.308 -1.369 -2.034
H 1.815 -2.608 -3.049
H 1.609 -2.998 -1.299
H 2.923 -1.039 -0.707
H 3.186 -0.716 -2.465
H -0.211 -1.295 -2.998
H -0.391 -1.616 -1.230
```

Values from the calculation:
total charge	0
energy	-16626.3700	eV
frontier orbital gap	7.1	eV
ΔE to the lowest compared entry with this formula, charge and spin	355.66	kJ/mol
highest occupied orbital energy	-0.26288	Eh



Record 2
A structure of composition C5H4O2. Source: the OMol25 dataset; level of theory: ωB97M-V/def2-TZVPD.

XYZ file:
```
11
Properties=species:S:1:pos:R:3
C -0.775 0.763 0.179
C -0.378 -1.197 0.183
C -1.999 0.988 -0.089
C 1.004 -0.739 -0.094
C 0.748 0.781 0.138
O -3.154 0.998 -0.095
O -1.184 -2.085 0.196
H 1.859 -1.207 0.523
H 1.198 -0.812 -1.204
H 1.332 1.314 -0.734
H 1.347 1.195 0.997
```

Values from the calculation:
total charge	0
energy	-9340.9776	eV
frontier orbital gap	8.6	eV
ΔE to the lowest compared entry with this formula, charge and spin	309.19	kJ/mol
highest occupied orbital energy	-0.31919	Eh



Record 3
A cluster of 2 separate species, C32H68B2N4O7 in total. Source: the OMol25 dataset; level of theory: ωB97M-V/def2-TZVPD.

XYZ file:
```
113
Properties=species:S:1:pos:R:3
C 6.190 0.562 4.356
C 4.852 0.568 5.100
C 4.076 -0.773 5.113
C 4.935 -2.032 5.310
C 4.986 -2.991 4.090
C 5.307 -2.347 2.716
C 4.602 -3.156 1.569
C 5.611 -4.079 0.848
C 5.762 -3.922 -0.688
C 6.841 -2.892 -1.129
C 6.307 -1.774 -2.073
C 5.467 -0.679 -1.343
C 6.213 0.685 -1.477
C 5.227 1.873 -1.271
C 5.760 2.963 -0.304
C 4.550 3.621 0.421
C 3.610 4.232 -0.679
C 2.311 3.476 -1.025
C 1.377 3.265 0.177
C 0.317 2.180 -0.088
N 0.788 0.861 0.371
C -0.011 -0.133 0.448
N 0.416 -1.350 0.915
C -0.379 -2.515 0.457
O -1.684 -2.222 0.063
C -1.717 -1.094 -0.767
O -3.043 -0.960 -1.185
B -3.412 0.373 -1.486
O -3.139 1.006 -2.676
O -4.150 1.074 -0.566
B -0.846 -1.216 -2.123
O -0.018 -0.222 -2.592
O -0.991 -2.370 -2.867
N -1.366 0.074 0.073
H 6.877 -0.218 4.677
H 6.691 1.508 4.580
H 6.085 0.543 3.271
H 4.937 0.938 6.120
H 4.215 1.291 4.581
H 3.496 -0.930 4.201
H 3.328 -0.695 5.907
H 4.465 -2.608 6.112
H 5.942 -1.815 5.658
H 4.057 -3.568 4.058
H 5.785 -3.706 4.299
H 6.372 -2.456 2.519
H 5.028 -1.298 2.640
H 3.830 -3.813 1.976
H 4.070 -2.500 0.875
H 6.614 -3.968 1.263
H 5.281 -5.108 1.002
H 4.814 -3.741 -1.202
H 6.117 -4.892 -1.045
H 7.598 -3.424 -1.709
H 7.362 -2.463 -0.270
H 7.167 -1.280 -2.520
H 5.700 -2.255 -2.839
H 4.458 -0.605 -1.766
H 5.337 -0.882 -0.278
H 6.662 0.724 -2.465
H 6.935 0.689 -0.660
H 4.956 2.328 -2.221
H 4.345 1.468 -0.764
H 6.242 3.764 -0.866
H 6.435 2.482 0.405
H 4.872 4.450 1.049
H 4.078 2.830 1.005
H 3.301 5.219 -0.327
H 4.183 4.351 -1.597
H 2.475 2.532 -1.547
H 1.760 4.118 -1.719
H 0.797 4.184 0.286
H 1.888 3.128 1.127
H -0.566 2.487 0.461
H 0.127 2.117 -1.157
H 1.758 0.724 0.636
H 0.509 -1.331 1.926
H -0.463 -3.191 1.306
H 0.192 -3.076 -0.292
H -2.293 1.462 -2.587
H -3.941 0.784 0.326
H 0.821 -0.647 -2.816
H -0.396 -3.060 -2.550
H -1.865 0.002 0.963
C -7.384 0.803 -2.943
C -7.935 1.312 -1.589
C -7.748 0.238 -0.513
C -8.735 -0.924 -0.623
C -10.170 -0.408 -0.697
C -10.374 0.628 -1.805
N -9.360 1.717 -1.746
O -9.669 2.509 -0.770
C -10.334 -0.074 -3.176
C -11.795 1.184 -1.713
C -7.047 2.505 -1.235
H -7.897 1.272 -3.782
H -6.326 1.043 -3.054
H -7.460 -0.279 -3.054
H -7.862 0.690 0.478
H -6.726 -0.149 -0.557
H -8.505 -1.544 -1.493
H -8.628 -1.574 0.248
H -10.853 -1.246 -0.849
H -10.437 0.029 0.270
H -10.387 0.652 -3.988
H -11.187 -0.745 -3.280
H -9.452 -0.691 -3.328
H -12.009 1.618 -0.738
H -12.520 0.386 -1.870
H -11.966 1.948 -2.473
H -7.158 3.308 -1.967
H -6.001 2.205 -1.225
H -7.263 2.909 -0.247
```

Values from the calculation:
total charge	+1
2S+1	2
energy	-55928.8311	eV
frontier orbital gap (spin up / spin down)	5.7 / 6.5	eV
highest occupied orbital energy (spin up / spin down)	-0.35872 / -0.38794	Eh



Number 1: F_max 3.102 eV Å⁻¹. Number 2: F_max 4.510 eV Å⁻¹. Number 3: F_max 2.507 eV Å⁻¹.